[1]
109
Properties=species:S:1:pos:R:3 method="wB97M-V/def2-TZVPD" total_charge=+2 relative_energy_kcal_mol=61.21 largest_force_ev_per_a=0.5 e_homo_ev=-13.29 gap_ev=6.810 spin_multiplicity=1
Ta -0.407 -0.710 0.917
S -3.409 4.047 -0.992
S 0.264 -2.378 -0.913
P 0.745 -0.845 3.524
P 2.303 -1.335 0.845
O -3.180 0.911 3.295
O -1.244 0.309 -0.783
O -0.283 1.159 1.316
O -1.787 -0.569 2.284
O -1.114 2.849 2.594
O -2.641 4.710 0.013
O -2.273 -1.406 0.011
O -4.835 4.096 -1.059
N -3.008 2.440 -0.834
N -1.119 -1.747 -3.268
N 0.719 -0.317 -3.122
N -1.778 -3.538 -2.252
C 1.290 0.871 -3.320
C -3.060 4.735 -4.940
C 3.176 -0.867 2.391
C -3.596 0.105 -1.343
C 3.548 -1.271 -1.663
C -1.917 -4.593 -1.250
C -2.091 -2.337 -4.056
C -2.255 -2.108 5.981
C -1.224 0.474 -4.275
C -0.895 -4.023 5.467
C -1.183 5.547 -6.417
C 3.270 -0.588 -0.480
C 1.820 3.043 4.257
C 0.997 0.835 5.728
C -2.505 -3.450 -3.418
C 1.761 3.114 5.640
C -1.742 5.164 -5.075
C -2.338 -0.363 -0.704
C -0.925 -2.509 -2.169
C 4.913 0.571 -2.395
C 1.354 2.008 6.373
C -0.289 -1.850 4.608
C -0.621 1.708 -4.469
C 0.656 1.915 -3.975
C -3.582 4.406 -3.696
C 3.791 0.692 -0.276
C -2.201 0.662 2.691
C 2.030 -5.344 1.620
C 1.704 -4.010 1.442
C -1.452 4.927 -2.683
C 2.448 -1.520 3.554
C -0.045 -3.221 4.720
C 4.203 -4.932 0.677
C 4.611 1.269 -1.233
C -1.999 -3.468 6.096
C 1.037 0.762 4.332
C -2.771 4.498 -2.575
C 1.461 1.875 3.604
C -1.170 1.741 2.221
C -0.949 5.256 -3.928
C 3.883 -3.592 0.511
C -0.500 -0.478 -3.576
C 3.280 -5.808 1.228
C 4.374 -0.690 -2.613
C -1.408 -1.302 5.238
C 2.624 -3.123 0.880
C -3.542 1.540 -1.850
H 4.620 -2.917 0.091
H 0.724 -3.669 1.755
H -0.687 -5.080 5.567
H -2.378 -1.936 -5.011
H 1.313 2.056 7.453
H -2.227 0.289 -4.630
H -3.843 -0.588 -2.155
H -3.235 -4.188 -3.697
H -3.115 -1.671 6.470
H -2.969 1.601 -2.776
H 5.024 2.254 -1.064
H 1.150 2.868 -4.098
H -2.660 -4.094 6.681
H -1.620 -0.243 5.168
H -1.946 5.509 -7.192
H -2.590 -5.348 -1.645
H -4.380 -0.014 -0.591
H 5.571 1.012 -3.132
H 1.312 -6.022 2.064
H 3.131 -2.253 -1.838
H 2.028 4.031 6.148
H 2.905 -1.264 4.509
H -3.696 4.688 -5.815
H 2.453 -2.603 3.447
H 3.535 -6.851 1.359
H 0.698 -0.019 6.317
H -2.001 2.367 -0.728
H 0.817 -3.673 4.245
H 2.126 3.906 3.680
H -1.152 2.501 -4.982
H 5.180 -5.288 0.378
H 2.296 0.983 -2.932
H 0.068 5.624 -4.014
H 1.480 1.856 2.522
H -2.328 -4.175 -0.333
H 4.201 -1.230 2.296
H -0.850 5.035 -1.789
H -4.563 1.853 -2.065
H 4.603 -1.228 -3.523
H -4.619 4.115 -3.588
H -0.369 4.879 -6.709
H 3.576 1.240 0.633
H -0.944 -5.035 -1.048
H -0.776 6.559 -6.391
H 3.213 0.216 2.506



[2]
105
Properties=species:S:1:pos:R:3 method="wB97M-V/def2-TZVPD" total_charge=+1 s_squared=8.76 relative_energy_kcal_mol=73.48 largest_force_ev_per_a=0.8 e_homo_ev="-8.64 / -10.70" gap_ev="5.933 / 7.922" spin_multiplicity=6
Ge -1.502 -2.341 0.942
Cr -0.278 0.495 0.170
S 2.971 -0.267 -1.654
F -1.666 -1.298 -1.896
F 0.426 -2.050 -1.387
O 1.811 0.596 -1.242
N -0.296 2.305 1.540
N 1.148 0.044 1.721
N -0.794 1.577 -1.532
N -1.154 3.185 -3.209
N -2.924 2.411 -1.927
C 6.505 2.510 -2.244
C -5.526 -4.771 0.277
C -3.709 3.622 -2.098
C 2.019 1.668 4.935
C 3.412 -1.403 -5.526
C 6.677 1.295 -1.601
C -5.399 -3.966 1.399
C 3.701 -1.000 -4.231
C -3.382 0.896 2.924
C 1.885 -1.050 1.770
C 0.272 3.424 -3.339
C -1.922 -0.933 2.265
C -0.329 4.202 3.556
C 1.058 -1.254 -5.057
C -1.596 2.358 -2.199
C 0.464 3.053 3.700
C -1.875 3.210 -4.477
C 1.701 -5.059 1.635
C 1.334 -0.851 -3.758
C -3.011 -0.094 2.023
C -1.610 0.202 4.387
C -0.459 -4.060 3.047
C 5.250 2.891 -2.712
C -1.079 4.376 2.420
C 2.013 0.698 3.875
C -2.676 1.050 4.109
C 4.349 0.832 -1.903
C 1.475 -5.482 2.937
C 4.166 2.050 -2.546
C -4.242 -3.224 1.596
C -3.196 -3.275 0.678
C -4.493 -4.832 -0.649
C -3.509 1.416 -1.049
C -1.242 -0.775 3.474
C 5.589 0.448 -1.420
C -1.029 3.393 1.424
C -3.340 -4.089 -0.447
C 2.657 -0.712 -3.364
C 2.756 -0.497 3.921
C -0.234 -3.605 1.747
C 1.224 0.921 2.745
C 1.278 2.792 4.856
C 0.439 2.124 2.654
C 0.387 -4.984 3.643
C 2.699 -1.368 2.865
C 2.092 -1.526 -5.940
C 0.852 -4.130 1.046
B -0.754 -1.536 -0.913
H -6.202 -3.918 2.124
H 1.822 -1.715 0.919
H -2.875 2.804 -4.355
H 7.653 1.007 -1.235
H 0.713 3.630 -2.364
H 0.029 -1.372 -5.371
H 0.111 1.540 -1.993
H -4.588 -5.458 -1.527
H -1.069 0.302 5.321
H -4.573 1.333 -1.274
H -4.085 3.953 -1.125
H -2.544 -4.143 -1.183
H -4.567 3.447 -2.749
H 7.352 3.169 -2.381
H 0.805 2.581 -3.798
H 3.248 -2.299 2.862
H -3.040 0.450 -1.214
H 1.286 3.520 5.658
H -1.954 4.231 -4.854
H -4.233 1.532 2.711
H -3.397 1.704 0.002
H -4.161 -2.602 2.481
H -6.427 -5.350 0.124
H 3.180 2.324 -2.902
H -1.592 3.495 0.503
H 4.219 -1.619 -6.212
H 1.873 -1.843 -6.951
H -1.352 2.605 -5.223
H -1.313 -3.695 3.609
H 0.533 -0.678 -3.053
H 0.415 4.297 -3.974
H -3.605 -0.239 1.127
H 3.364 -0.714 4.791
H 0.194 -5.324 4.652
H 5.125 3.842 -3.211
H -1.697 5.251 2.280
H 1.040 -3.820 0.024
H -3.097 4.415 -2.520
H 4.730 -0.894 -3.911
H -2.965 1.812 4.822
H -0.402 -1.422 3.707
H 2.532 -5.462 1.070
H -0.341 4.945 4.345
H 5.704 -0.500 -0.909
H 2.132 -6.210 3.395
H 2.635 1.473 5.804